Entry 1:
Molecular formula: C5H7N
Method: DFT, the ωB97M-V functional and the def2-TZVPD basis

```
! RIJCOSX wB97M-V def2-TZVPD def2/J DEFGRID3
* xyz 0 1
C -1.23885 0.00435 0.72744
C -1.00432 -0.87868 -0.32458
C 0.25896 -0.70541 -0.91599
C 1.35701 -0.41637 0.21235
N 0.86901 0.63109 -0.52842
C -0.24435 1.18849 0.23253
H -2.00247 0.23900 1.35010
H -1.61529 -1.66723 -0.70072
H 0.86379 -1.32574 -1.84542
H 0.80071 -0.39633 1.27103
H 2.42621 -0.52462 0.07159
H 0.34728 1.94073 0.87913
H -0.81769 1.91072 -0.42904
*
```

**Calculated total energy**: -249.30942 Ha
**Highest occupied orbital energy**: -8.28 eV

Entry 2:
Molecular formula: F6H18O9P
Method: DFT, the ωB97M-V functional and the def2-TZVPD basis

```
! RIJCOSX wB97M-V def2-TZVPD def2/J DEFGRID3
* xyz -1 1
P 0.23204 -0.46974 -0.54227
F -0.95975 -0.40761 -1.64637
F -0.10147 -2.06311 -0.32838
F 1.26906 -0.84616 -1.69576
F 1.34410 -0.66059 0.62033
F 0.57035 1.14634 -0.67075
F -0.80344 -0.01440 0.63012
O -3.86434 -2.65587 3.78219
H -3.93467 -3.54885 4.11965
H -2.95667 -2.40519 3.95398
O 0.45875 5.86660 0.01171
H 0.63170 6.45831 -0.72054
H -0.08318 5.17249 -0.36345
O 0.10125 -1.18000 4.68669
H 0.26515 -1.36399 3.76174
H 0.92124 -0.80271 5.00529
O 4.16682 -2.90351 -4.29410
H 3.63865 -2.72500 -3.51602
H 4.14429 -2.08636 -4.79209
O 1.48855 3.35028 -4.68759
H 1.55038 2.69105 -3.99635
H 0.85605 2.98854 -5.30832
O 4.01915 -4.90454 0.89075
H 3.34965 -4.57936 0.28886
H 3.65043 -4.75781 1.76181
O -3.04937 3.14996 -1.58048
H -3.13607 2.26388 -1.93204
H -3.75482 3.22318 -0.93766
O -4.55104 -2.37217 -0.19507
H -4.25574 -2.70918 0.65078
H -3.81214 -1.85739 -0.51951
O 0.91119 2.94023 2.90446
H 0.86812 3.77900 2.44528
H 0.82570 2.28358 2.21327
*
```

**Calculated total energy**: -1628.81713 Ha
**Highest occupied orbital energy**: -8.72 eV

Entry 3:
Molecular formula: C8H12N2
Method: DFT, the ωB97M-V functional and the def2-TZVPD basis

```
! RIJCOSX wB97M-V def2-TZVPD def2/J DEFGRID3
* xyz 0 1
H 0.44309 0.18892 -3.06090
N -0.59171 0.17015 -2.73897
C -0.76078 0.59085 -1.51302
C -2.23804 0.94396 -1.37009
C -0.03217 0.98316 0.16665
C -0.00091 2.35563 0.73137
C 0.28878 -0.19872 0.72672
C 0.98812 -0.29034 2.12438
N 0.14997 -1.35675 -0.00272
C 0.71580 -2.40307 -0.15937
C 1.48299 -3.42429 -0.22743
H -2.71163 0.31995 -0.64393
H -2.77782 0.77213 -2.31040
H -2.27959 1.91243 -0.99655
H -0.83482 2.96088 0.19933
H 0.93148 2.86575 0.36661
H -0.03220 2.20252 1.81228
H 0.43133 -0.28917 3.01137
H 1.64263 0.73460 2.29089
H 1.70049 -1.09275 2.23839
H 1.39136 -4.30441 0.44642
H 2.09364 -3.64142 -1.09104
*
```

**Calculated total energy**: -421.35278 Ha
**Highest occupied orbital energy**: -8.24 eV

Entry 4:
Molecular formula: C26H14Cl5F6FeNO7PS3
Method: DFT, the ωB97M-V functional and the def2-TZVPD basis

```
! RIJCOSX wB97M-V def2-TZVPD def2/J DEFGRID3
* xyz 0 6
Fe -0.59953 0.87844 1.07386
F -4.83397 2.52708 0.60553
C -4.74046 1.27863 0.16127
F -4.12093 1.26816 -1.00509
F -5.96249 0.77583 0.01016
S -3.83465 0.28023 1.43203
O -2.56720 0.99087 1.67095
O -4.69641 0.19191 2.55858
N -3.59261 -1.04449 0.60590
S -2.29851 -1.93923 0.80420
O 0.30787 -3.18459 -0.48359
O -1.01554 -1.11569 0.91680
C -2.41140 -2.48406 2.59005
F -1.44645 -3.38265 2.79580
F -3.59219 -3.05930 2.80627
F -2.25183 -1.48124 3.44313
Cl 1.14960 -1.17089 3.06451
C 0.42861 0.22320 3.82052
C -0.06130 1.23637 3.00824
C -0.58966 2.34425 3.66365
Cl -1.22489 3.64911 2.72077
C -0.62510 2.44817 5.05390
Cl -1.27007 3.84431 5.82234
C -0.13779 1.39806 5.82898
Cl -0.18659 1.49412 7.54372
C 0.39728 0.27298 5.21181
Cl 1.00335 -1.02875 6.15984
O -0.77329 4.21151 -0.84216
S -0.32556 2.86593 -0.72864
O 0.52401 2.53301 0.45075
O -1.38283 1.81376 -0.66740
C 0.69331 2.47413 -2.11468
C 0.98049 3.46078 -3.03908
C 1.84809 3.17419 -4.08660
C 2.42292 1.91847 -4.18414
C 2.13032 0.93810 -3.24340
C 1.25796 1.20050 -2.19652
P 0.84588 -0.09487 -0.96661
C 2.46224 -0.84817 -0.65553
C 2.98126 -1.91002 -1.39398
C 4.26128 -2.37298 -1.14035
C 5.03594 -1.77136 -0.15749
C 4.53120 -0.70534 0.57325
C 3.24656 -0.24733 0.32724
C -0.12199 -1.27380 -1.93895
C -0.84098 -0.80395 -3.04423
C -1.63164 -1.64398 -3.80147
C -1.71137 -2.99190 -3.46416
C -1.03397 -3.47523 -2.36413
C -0.26013 -2.61951 -1.58243
H 0.52899 4.43631 -2.93008
H 2.07835 3.93611 -4.81839
H 3.10472 1.69731 -4.99417
H 2.59086 -0.03762 -3.33175
H 2.37823 -2.38762 -2.15776
H 4.65417 -3.20504 -1.70839
H 6.03483 -2.13594 0.04082
H 5.13019 -0.23267 1.33921
H 2.85838 0.58838 0.89786
H -0.77652 0.24261 -3.31435
H -2.17805 -1.25359 -4.64753
H -2.31950 -3.66470 -4.05309
H -1.10525 -4.51146 -2.06432
H 0.65376 -2.51486 0.11855
*
```

**Calculated total energy**: -7280.41770 Ha
**Highest occupied orbital energy (spin up / spin down)**: -9.02 / -9.00 eV

Look up the calculated total energy of the first one. -249.30942 Ha

Among the records above, which one has the highest calculated total energy? C5H7N